A 15-piece molecular cluster, C27H68O19 overall. Source: the Open Molecules 2025 dataset; level of theory: the ωB97M-V functional and the def2-TZVPD basis.

Positions of all 114 atoms, in Å:
1 C 15.216613 15.283147 12.497422
2 O 16.208401 14.603823 11.712964
3 H 14.188250 15.193822 12.086999
4 H 15.206521 15.004579 13.563396
5 H 15.525128 16.323361 12.389785
6 H 16.103120 13.658353 11.931849
7 C 10.636396 13.614432 7.903987
8 O 11.778858 13.123846 7.222032
9 H 11.000022 14.071927 8.834200
10 H 10.136940 14.429869 7.362861
11 H 9.991110 12.777955 8.134943
12 H 11.463150 12.447795 6.590254
13 C 16.098979 10.714109 14.711936
14 O 16.400220 9.937378 15.923023
15 H 15.610667 11.606264 15.093754
16 H 17.026138 11.001375 14.173628
17 H 15.332644 10.234768 14.112355
18 H 16.751680 9.093607 15.651976
19 C 10.001866 6.865191 9.658312
20 O 11.207646 6.530262 8.994631
21 H 9.783124 6.072221 10.364840
22 H 10.097579 7.823066 10.195101
23 H 9.190293 6.930724 8.932038
24 H 11.076630 5.925257 8.269838
25 C 14.142754 6.828843 13.433715
26 O 15.289937 6.104171 13.076831
27 H 13.325161 6.187594 13.763662
28 H 14.356971 7.532600 14.256842
29 H 13.798997 7.295376 12.549673
30 H 15.737936 5.815645 13.882744
31 C 10.549279 9.715864 7.854513
32 O 10.742866 10.566778 6.764293
33 H 9.609600 9.874874 8.357592
34 H 10.602773 8.622580 7.670692
35 H 11.287186 9.968636 8.572617
36 H 10.271799 10.210610 6.004339
37 C 14.161344 9.936733 7.576917
38 O 13.928154 9.475784 8.870349
39 H 14.594075 9.271520 6.807869
40 H 13.224444 10.337448 7.203357
41 H 14.882100 10.775970 7.651176
42 H 13.688259 8.554180 8.763181
43 C 10.127709 15.942462 11.330363
44 O 11.292620 15.073630 11.438723
45 H 9.269867 15.520931 11.869900
46 H 10.289451 16.920044 11.815749
47 H 9.804568 16.027218 10.308913
48 H 12.017026 15.706437 11.292342
49 C 11.479337 14.574404 14.895297
50 O 11.322166 13.685279 13.833761
51 H 10.899902 14.208640 15.765892
52 H 12.505465 14.769802 15.214286
53 H 11.021850 15.557687 14.683351
54 H 11.339427 14.101593 12.942417
55 C 9.790975 10.955615 15.502316
56 O 10.556717 11.116410 14.281011
57 H 10.423841 11.069420 16.378919
58 H 8.942142 11.640608 15.604341
59 H 9.417296 9.914026 15.506745
60 H 10.855018 12.041455 14.188509
61 C 10.720591 8.202696 13.332639
62 O 11.876134 8.838319 13.832864
63 H 10.991193 7.209789 12.998355
64 H 9.913517 8.093514 14.049410
65 H 10.260532 8.764297 12.509635
66 H 11.697405 9.790988 13.925542
67 O 7.799897 9.126140 10.513232
68 C 7.853084 10.284005 10.798213
69 O 9.057977 10.920586 10.825639
70 C 8.916270 12.264552 11.242961
71 C 7.536323 12.310724 11.940372
72 C 6.696093 11.186001 11.217293
73 H 9.044596 12.984152 10.424177
74 H 9.717395 12.504077 11.939602
75 H 7.141700 13.322295 11.965547
76 H 7.625547 11.988333 12.990521
77 H 6.119124 11.542369 10.380130
78 H 5.999595 10.670167 11.882107
79 O 12.805916 16.862428 9.952820
80 C 13.085306 16.294437 8.894831
81 O 12.714133 16.748029 7.726525
82 C 13.266386 15.932864 6.637649
83 C 14.378224 15.136190 7.308923
84 C 13.864618 14.995172 8.707158
85 H 13.622409 16.568140 5.827572
86 H 12.529306 15.246113 6.261449
87 H 15.355631 15.632628 7.234353
88 H 14.445751 14.193587 6.706566
89 H 14.585262 14.882379 9.532365
90 H 13.147234 14.175456 8.828978
91 O 18.455910 11.172604 6.011355
92 C 17.981334 11.487679 7.043872
93 O 17.381227 10.546916 7.900919
94 C 17.006476 11.231629 9.121220
95 C 16.793607 12.724058 8.761599
96 C 17.739353 12.941766 7.582692
97 H 17.831093 10.987680 9.807232
98 H 16.122553 10.694639 9.471543
99 H 16.986922 13.392555 9.598101
100 H 15.740562 12.798290 8.470714
101 H 18.690385 13.383361 7.861947
102 H 17.257728 13.517889 6.804044
103 O 15.413902 12.186860 12.159780
104 C 14.384535 11.805323 11.693289
105 O 13.574439 12.558733 10.936724
106 C 12.460599 11.795470 10.372972
107 C 12.367018 10.532569 11.276255
108 C 13.776232 10.386098 11.771861
109 H 12.709944 11.602041 9.334634
110 H 11.601940 12.492401 10.428146
111 H 12.057615 9.613391 10.767201
112 H 11.635309 10.767359 12.044620
113 H 14.408355 9.755773 11.136174
114 H 13.796575 10.030364 12.797306

Force components x, y, z for each atom (eV/Å):
C 0.441 0.443 -0.723
O -0.534 0.064 0.618
H 0.471 -0.193 0.120
H 0.145 -0.070 -0.329
H -0.385 0.164 0.379
H -0.016 0.262 -0.311
C 0.703 0.504 0.299
O -0.130 -0.116 -0.710
H -0.180 -0.204 -0.009
H -0.170 -0.369 -0.143
H -0.543 0.001 0.109
H 0.293 0.203 0.609
C 0.403 -0.097 1.456
O -0.353 0.845 -0.932
H 0.211 0.265 -0.028
H -0.724 -0.351 0.105
H 0.385 -0.358 -0.326
H 0.167 -0.341 -0.171
C -0.191 -0.255 -0.226
O 1.042 0.753 0.148
H -0.330 -0.007 0.351
H 0.120 -0.428 -0.368
H -0.200 0.206 0.199
H -0.372 -0.256 -0.090
C -0.019 -0.200 1.258
O 0.800 -0.549 0.137
H -0.063 -0.234 0.175
H -0.248 0.076 -0.537
H -0.286 0.923 -0.740
H -0.156 0.009 -0.294
C -0.508 -1.139 0.723
O -0.146 0.094 -1.278
H -0.674 0.231 0.036
H 0.294 0.666 -0.383
H 0.893 0.058 0.662
H 0.008 0.072 0.026
C 0.535 1.904 -1.180
O 0.392 -1.141 0.323
H -0.192 -0.312 0.771
H -0.127 0.153 -0.500
H -0.452 -0.375 -0.120
H -0.218 -0.357 0.473
C -0.134 -0.434 1.062
O -1.025 0.946 0.233
H 0.359 -0.373 0.058
H 0.215 -0.294 -0.538
H 0.153 0.352 -0.587
H 0.381 -0.370 -0.314
C -0.943 1.201 0.837
O 0.029 -0.745 -0.613
H 0.440 -0.098 -0.365
H 0.138 -0.325 -0.225
H 0.204 -0.234 -0.152
H 0.220 0.320 0.445
C 0.379 -0.686 -0.539
O -0.829 0.185 0.739
H 0.163 0.078 0.095
H 0.125 0.021 -0.351
H 0.123 0.585 -0.063
H -0.043 0.116 0.035
C -0.198 0.514 -0.352
O 0.210 -0.262 0.054
H 0.124 -0.187 -0.179
H -0.056 -0.048 0.607
H 0.239 -0.099 -0.184
H -0.378 -0.310 0.187
O -0.116 -0.282 -0.201
C -0.129 -0.381 -0.052
O -0.367 -0.184 -0.372
C -0.431 0.659 0.933
C -0.288 -0.476 0.071
C 1.450 1.112 0.956
H -0.381 -0.372 -0.225
H 0.037 -0.215 0.171
H -0.323 -0.038 -0.244
H 0.278 0.159 -0.334
H 0.044 0.111 -0.542
H 0.322 -0.062 -0.089
O 0.205 -0.780 -1.534
C 0.218 -0.312 2.204
O -0.426 0.680 -1.584
C 0.651 0.336 0.580
C 0.388 -1.039 -1.683
C -0.021 0.263 1.486
H -0.180 0.265 0.262
H -0.623 -0.033 0.046
H -0.313 0.032 0.234
H 0.145 0.482 0.869
H -0.023 0.058 -0.464
H 0.129 0.094 -0.219
O 0.646 -0.301 -0.730
C -1.670 0.224 1.236
O 0.792 1.787 -0.936
C 0.453 -0.730 0.104
C 0.107 -0.933 0.355
C -0.341 -1.513 0.176
H -0.285 0.634 0.175
H -0.046 0.364 0.113
H -0.148 -0.055 0.054
H 0.191 0.334 -0.077
H 0.082 0.090 -0.014
H 0.242 0.126 -0.323
O 0.661 -0.041 0.514
C -1.845 -1.734 -0.767
O 0.237 0.376 -0.053
C -0.014 0.148 0.574
C -0.371 0.566 -1.106
C 0.795 0.813 0.725
H -0.036 -0.110 -0.081
H 0.359 -0.585 -0.005
H -0.172 0.437 -0.110
H 0.156 -0.225 0.297
H -0.243 0.003 0.172
H 0.224 -0.151 -0.034

Values from the calculation:
- HOMO: -9.5 eV
- E: -2498.99384 Eh
- M: 696.8 g mol⁻¹